No. 1
{"formula": "C3H13NO2", "method": "the ωB97M-V functional and the def2-TZVPD basis", "species": ["O", "O", "N", "C", "C", "C", "H", "H", "H", "H", "H", "H", "H", "H", "H", "H", "H", "H", "H"], "positions_angstrom": [[0.019, -1.517, 4.362], [-0.516, 0.588, 1.879], [-0.042, 0.292, -0.941], [-0.679, 1.192, -1.896], [1.385, 0.139, -1.229], [-0.677, -1.015, -0.903], [0.067, 1.846, -2.341], [-0.136, 1.365, 2.285], [1.798, -0.714, -0.696], [-0.502, -1.531, 0.039], [1.927, 1.054, -0.955], [-0.094, 0.442, 1.010], [-0.327, -1.650, -1.734], [1.583, 0.074, -2.309], [-1.718, -0.965, -1.018], [-1.406, 1.827, -1.389], [0.754, -1.137, 4.839], [-1.108, 0.609, -2.712], [-0.327, -0.900, 3.711]], "atomic_forces_ev_per_a": [[-0.4, -0.7, 0.1], [-0.2, -0.6, 0.3], [0.6, -0.2, 0.3], [0.3, 0.0, 0.2], [0.1, 0.9, -0.3], [1.1, -0.5, -0.3], [0.1, 0.1, 0.1], [0.2, 0.2, -0.1], [0.0, 0.0, 0.0], [0.3, 0.0, 0.1], [-0.1, -0.2, 0.3], [-0.2, 0.5, 0.0], [0.1, 0.0, 0.1], [-0.1, -0.6, 0.0], [-1.5, 0.5, 0.0], [-0.3, -0.2, -0.2], [0.0, 0.4, -0.2], [-0.3, 0.1, -0.2], [0.3, 0.4, -0.1]], "charge": 0, "de_lowest_kj_mol": 100.2, "smiles": "CN(C)C.O.O"}

No. 2
{"formula": "C4H29N3O13", "method": "the ωB97M-V functional and the def2-TZVPD basis", "species": ["O", "O", "O", "O", "O", "O", "O", "O", "O", "O", "O", "O", "O", "N", "N", "N", "C", "C", "C", "C", "H", "H", "H", "H", "H", "H", "H", "H", "H", "H", "H", "H", "H", "H", "H", "H", "H", "H", "H", "H", "H", "H", "H", "H", "H", "H", "H", "H", "H"], "positions_angstrom": [[2.738, 0.897, -1.304], [-0.258, -2.546, 0.500], [8.371, -0.630, -1.519], [-0.036, 4.027, -1.484], [-4.808, 2.810, 1.919], [0.599, -5.439, 1.483], [5.136, -0.638, -2.524], [0.659, -6.785, 4.193], [-6.345, 0.672, -0.552], [2.083, 4.232, 0.670], [1.840, -0.438, 0.181], [1.135, 0.810, -4.301], [-2.694, -1.189, 2.176], [-1.498, 1.313, 0.842], [0.591, 1.425, -0.464], [-1.199, -0.127, -0.907], [-2.764, 1.346, 0.042], [-0.566, 0.936, -0.166], [-2.416, 0.636, -1.345], [1.820, 0.577, -0.531], [-1.630, 0.598, 1.568], [1.225, -6.005, 4.216], [8.806, -1.470, -1.697], [-5.424, 3.551, 1.930], [-3.681, 1.032, 0.568], [0.478, -6.232, 2.022], [-2.805, -1.871, 2.845], [2.062, 1.029, -4.444], [-4.586, 2.675, 2.847], [1.028, 0.894, -3.348], [2.387, 3.321, 0.759], [8.724, -0.035, -2.189], [2.851, 4.758, 0.913], [-1.555, -0.859, -0.295], [0.084, 4.511, -0.655], [5.837, -0.926, -1.928], [-1.942, 1.453, -1.928], [1.002, -7.344, 4.897], [0.775, -5.778, 0.600], [-0.455, 4.663, -2.072], [4.556, -0.100, -1.965], [-3.199, 0.056, -1.842], [-2.202, -1.632, 1.469], [-2.917, 2.429, -0.149], [-6.957, 0.384, 0.133], [0.087, -3.109, 1.205], [0.683, 2.417, -0.717], [0.310, -1.760, 0.526], [-5.932, 1.460, -0.180]], "atomic_forces_ev_per_a": [[-1.4, 1.6, 0.3], [-0.4, 0.2, 0.5], [0.1, -0.1, 0.0], [-0.2, 0.2, 0.3], [-0.2, 0.1, 0.0], [0.0, -0.2, 0.0], [0.1, 0.1, 0.2], [0.1, 0.1, 0.0], [0.1, 0.1, 0.1], [0.0, -0.1, 0.1], [-1.9, 0.7, 0.7], [-0.1, 0.2, 0.0], [0.1, 0.1, -0.2], [-0.4, 1.4, -1.4], [-0.1, 0.6, 0.0], [0.8, -0.6, -1.4], [-1.1, 1.6, -0.6], [-2.3, -2.7, 1.5], [1.8, 1.5, 1.8], [2.9, -2.8, -1.7], [0.8, 0.1, 0.0], [-0.1, 0.0, -0.1], [0.0, 0.0, 0.0], [0.0, 0.0, 0.0], [0.8, -0.4, 0.0], [0.0, 0.1, 0.1], [0.0, 0.1, 0.0], [0.0, -0.1, 0.1], [0.1, -0.1, -0.1], [0.2, -0.1, 0.0], [0.0, 0.0, 0.0], [-0.1, 0.0, 0.0], [0.0, 0.0, -0.1], [0.5, 0.0, 0.1], [0.2, 0.0, 0.0], [0.1, 0.1, -0.1], [-1.1, -0.5, -0.5], [-0.1, -0.1, -0.1], [0.0, 0.2, 0.0], [0.0, -0.2, -0.2], [-0.2, -0.1, -0.1], [0.5, 0.1, 0.2], [0.2, -0.3, 0.2], [-0.2, -0.6, 0.0], [0.0, 0.0, 0.0], [0.0, -0.2, -0.2], [0.0, 0.1, 0.9], [0.5, 0.0, -0.3], [0.0, 0.0, 0.0]], "charge": 0, "energy_ha": -1312.10935}

No. 3
{"formula": "C47H52BrCuGe2N5O4S2", "method": "the ωB97M-V functional and the def2-TZVPD basis", "species": ["Br", "Ge", "Ge", "Cu", "S", "S", "O", "O", "O", "O", "N", "N", "N", "N", "N", "C", "C", "C", "C", "C", "C", "C", "C", "C", "C", "C", "C", "C", "C", "C", "C", "C", "C", "C", "C", "C", "C", "C", "C", "C", "C", "C", "C", "C", "C", "C", "C", "C", "C", "C", "C", "C", "C", "C", "C", "C", "C", "C", "C", "C", "C", "C", "H", "H", "H", "H", "H", "H", "H", "H", "H", "H", "H", "H", "H", "H", "H", "H", "H", "H", "H", "H", "H", "H", "H", "H", "H", "H", "H", "H", "H", "H", "H", "H", "H", "H", "H", "H", "H", "H", "H", "H", "H", "H", "H", "H", "H", "H", "H", "H", "H", "H", "H", "H"], "positions_angstrom": [[3.160, -0.312, 7.020], [-0.864, 0.217, -1.660], [-1.351, 2.520, -1.083], [1.380, 0.766, 1.508], [-0.721, -0.133, 3.249], [0.223, 3.303, 3.027], [-1.213, 3.376, 3.023], [1.342, -6.578, 2.297], [0.846, 2.721, 4.190], [2.478, 3.022, 0.165], [1.955, -1.015, 0.841], [1.158, -4.500, 1.402], [3.101, 0.741, 3.065], [0.793, 2.614, 1.657], [2.122, -6.262, 0.194], [-2.393, 2.129, -2.723], [3.011, -3.484, 0.124], [-2.271, -0.189, 3.963], [-3.491, 3.983, 0.229], [-4.821, -0.297, 5.065], [-2.641, 2.727, 0.384], [4.659, 1.378, 5.273], [0.902, -0.201, -2.423], [1.309, -4.730, -5.254], [2.842, 0.203, 4.249], [1.726, 3.403, 1.049], [2.436, 5.892, 1.140], [-4.482, -0.075, -5.888], [3.064, -1.091, 0.098], [-2.642, -2.073, -0.962], [3.600, 0.493, 5.370], [1.457, 7.181, 2.938], [-4.546, 0.617, 4.055], [-3.282, 0.679, 3.507], [1.519, -5.843, 1.353], [1.876, -5.837, -1.132], [-2.858, 0.075, -4.100], [-3.828, -1.147, 5.539], [3.609, -2.300, -0.277], [1.509, -5.110, -3.817], [-2.562, -1.094, 5.000], [1.864, -3.406, 0.906], [1.088, -1.585, -3.039], [1.735, 4.793, 1.604], [0.542, -4.841, -2.856], [-3.110, -1.969, -5.378], [0.759, 6.075, 3.405], [1.379, -2.141, 1.232], [-2.496, -1.243, -4.368], [4.116, 1.595, 2.961], [0.711, -5.195, -1.525], [4.920, 1.940, 4.034], [2.667, -5.760, -3.403], [-4.106, -1.387, -6.144], [-3.868, 0.643, -4.880], [0.921, 4.895, 2.711], [-0.243, 4.140, -1.275], [2.284, 7.091, 1.821], [-0.799, 5.074, -2.348], [-2.196, 0.826, -3.013], [2.853, -6.117, -2.082], [-1.575, -1.138, -0.404], [0.484, -2.045, 1.844], [4.503, -2.319, -0.882], [2.525, -7.183, 0.295], [0.530, -1.692, -3.967], [-3.052, 2.765, -3.308], [2.811, 7.972, 1.481], [1.616, -0.059, -1.611], [5.728, 2.643, 3.903], [2.137, -1.782, -3.270], [-2.103, 2.751, 1.332], [3.443, -5.982, -4.125], [-3.271, 1.832, 0.378], [-3.417, -1.527, -1.501], [-4.254, 4.053, 1.006], [-0.231, 6.006, -2.397], [3.509, -0.150, -0.195], [1.989, -0.466, 4.315], [-3.037, 1.395, 2.738], [-0.758, 4.608, -3.333], [-4.589, -1.949, -6.930], [-5.262, 0.387, -6.477], [-2.878, 4.882, 0.301], [-0.218, 4.644, -0.306], [-1.774, -1.740, 5.361], [-1.841, 5.334, -2.158], [0.116, 6.136, 4.269], [-1.722, -1.707, -3.770], [1.355, 8.128, 3.449], [1.131, -5.612, -5.871], [3.431, -4.434, -0.161], [3.070, 5.802, 0.270], [0.758, -2.377, -2.357], [-4.049, -1.848, 6.331], [5.254, 1.623, 6.140], [2.186, -4.220, -5.653], [-0.738, -1.713, -0.004], [4.272, 2.030, 1.981], [-5.813, -0.341, 5.491], [-3.130, -2.636, -0.163], [-4.002, 4.008, -0.736], [-0.373, -4.346, -3.152], [-0.067, -4.978, -0.809], [-5.319, 1.283, 3.701], [3.766, -6.610, -1.777], [0.455, -4.067, -5.365], [-2.217, -2.794, -1.658], [0.574, -4.311, 2.206], [0.783, 3.855, -1.505], [-4.178, 1.661, -4.689], [-2.812, -2.992, -5.565], [-1.982, -0.567, 0.434], [1.110, 0.590, -3.145]], "atomic_forces_ev_per_a": [[0.0, 0.0, 0.0], [0.0, 0.2, 0.0], [-0.2, 0.1, 0.0], [0.0, -0.3, 0.0], [0.1, -0.2, 0.1], [0.1, -0.1, 0.0], [0.0, 0.1, 0.3], [-0.1, -0.1, 0.1], [-0.1, 0.0, 0.0], [0.2, -0.1, -0.1], [0.0, 0.1, 0.0], [-0.3, -0.2, 0.2], [-0.1, 0.1, -0.1], [0.2, 0.2, 0.1], [0.1, -0.4, 0.1], [0.2, -0.1, 0.1], [0.1, 0.2, 0.1], [0.0, 0.1, -0.1], [0.0, 0.0, 0.0], [-0.1, 0.0, 0.0], [0.1, -0.1, 0.0], [-0.1, 0.0, 0.0], [0.0, 0.0, 0.0], [0.0, 0.0, -0.1], [-0.1, -0.1, 0.1], [0.0, 0.1, 0.0], [0.0, -0.1, 0.0], [0.0, 0.0, 0.0], [0.1, 0.1, 0.0], [-0.1, 0.0, 0.0], [0.0, 0.0, 0.0], [0.0, 0.0, 0.0], [0.0, 0.0, 0.0], [0.0, 0.0, 0.0], [0.2, 0.3, -0.1], [-0.1, -0.2, -0.2], [0.0, 0.0, 0.0], [0.0, 0.0, 0.0], [-0.1, 0.0, 0.1], [-0.1, 0.0, 0.1], [0.1, -0.1, 0.0], [0.1, 0.1, -0.1], [0.0, 0.0, 0.2], [0.0, 0.0, 0.0], [0.0, -0.1, 0.0], [0.0, 0.0, 0.0], [0.1, 0.0, -0.1], [-0.2, -0.2, 0.2], [0.0, 0.0, 0.0], [0.0, 0.1, 0.0], [0.0, -0.1, -0.1], [-0.1, 0.0, 0.0], [0.0, 0.0, 0.0], [0.0, 0.0, 0.0], [0.0, 0.0, 0.0], [0.0, 0.0, 0.1], [0.0, -0.1, 0.0], [0.0, 0.0, 0.0], [0.0, 0.0, 0.0], [0.0, 0.1, 0.1], [0.0, 0.0, 0.0], [0.1, 0.0, 0.0], [0.1, 0.0, -0.1], [0.1, 0.0, 0.0], [-0.1, 0.1, 0.0], [-0.1, 0.0, -0.1], [-0.1, 0.1, -0.1], [0.0, 0.0, 0.0], [0.0, 0.1, 0.0], [0.1, 0.0, 0.0], [0.1, 0.0, 0.0], [-0.1, 0.0, -0.2], [0.0, 0.0, 0.0], [0.0, 0.0, 0.0], [0.0, 0.0, 0.0], [0.0, 0.0, 0.1], [0.0, 0.0, 0.0], [0.0, 0.0, 0.0], [0.0, 0.0, 0.0], [0.0, 0.1, -0.1], [0.0, 0.0, 0.0], [0.0, 0.0, 0.0], [0.0, 0.0, 0.0], [0.0, 0.1, 0.0], [-0.1, 0.0, 0.0], [0.0, 0.0, 0.0], [0.0, 0.0, 0.0], [-0.1, 0.0, 0.1], [0.0, 0.0, 0.0], [0.0, 0.1, 0.0], [0.0, 0.0, 0.0], [0.1, 0.2, 0.1], [0.0, 0.0, 0.0], [0.1, 0.2, -0.1], [0.0, 0.0, 0.1], [0.0, 0.0, 0.0], [0.0, 0.0, 0.0], [0.0, 0.0, 0.0], [0.0, 0.0, 0.0], [-0.1, 0.0, 0.0], [0.0, 0.0, 0.0], [0.0, 0.0, 0.0], [-0.1, 0.0, 0.0], [-0.1, 0.0, 0.1], [0.0, 0.0, 0.0], [0.1, 0.0, 0.0], [-0.1, 0.0, 0.0], [0.0, -0.1, -0.1], [0.1, 0.0, 0.0], [0.0, 0.0, 0.0], [0.0, 0.0, 0.0], [0.0, -0.1, 0.0], [0.0, 0.0, 0.0], [0.0, 0.0, -0.1]], "charge": 0, "de_lowest_kj_mol": 22.2, "spin_multiplicity": 2}

No. 4
{"formula": "C23H58CdNO15", "method": "the ωB97M-V functional and the def2-TZVPD basis", "species": ["Cd", "O", "O", "O", "O", "O", "O", "O", "O", "O", "O", "O", "O", "O", "O", "O", "N", "C", "C", "C", "C", "C", "C", "C", "C", "C", "C", "C", "C", "C", "C", "C", "C", "C", "C", "C", "C", "C", "C", "C", "H", "H", "H", "H", "H", "H", "H", "H", "H", "H", "H", "H", "H", "H", "H", "H", "H", "H", "H", "H", "H", "H", "H", "H", "H", "H", "H", "H", "H", "H", "H", "H", "H", "H", "H", "H", "H", "H", "H", "H", "H", "H", "H", "H", "H", "H", "H", "H", "H", "H", "H", "H", "H", "H", "H", "H", "H", "H"], "positions_angstrom": [[-2.448, -2.249, -2.232], [2.286, 1.610, 2.264], [-2.511, -2.984, -0.236], [-1.775, -1.422, -4.042], [-1.065, 3.719, -5.630], [-5.156, 3.704, -2.742], [-2.626, -0.120, -1.409], [2.038, -1.381, -1.214], [0.013, -2.728, 0.631], [-3.800, -4.444, 1.925], [-1.327, 0.882, -5.444], [2.760, 0.320, -3.101], [-4.983, 1.025, -0.423], [4.229, 0.990, -0.306], [-0.647, -0.888, -1.423], [-0.823, -3.777, -2.952], [2.131, 1.319, 3.635], [3.596, 1.396, -2.781], [1.607, -0.307, 6.102], [4.576, 1.247, 4.023], [-0.891, -2.175, -4.843], [-4.592, 2.566, -2.166], [3.295, -0.852, 3.434], [2.313, -1.847, 0.126], [-5.662, 1.729, -1.461], [-0.242, 2.310, 3.702], [0.085, -0.172, 3.234], [-0.909, 1.363, -0.644], [-0.120, 1.538, -4.952], [0.676, 1.048, 3.975], [-1.405, 0.039, -1.219], [-0.427, 3.001, -4.554], [3.213, 0.478, 4.216], [0.552, 0.703, 5.534], [-0.019, -3.039, -3.886], [-3.493, -2.406, 0.652], [3.552, 1.796, -1.218], [3.000, 0.097, 5.689], [1.437, -3.045, 0.471], [-4.446, -3.428, 1.123], [1.168, -0.977, -1.248], [1.405, -3.730, -0.376], [-0.432, 0.295, 5.767], [-0.363, -1.564, -5.576], [-1.202, 2.272, 4.217], [0.326, -1.130, 3.694], [-1.745, -0.607, -4.548], [0.545, 3.438, -4.325], [-1.705, 1.657, 0.040], [-2.994, -1.899, 1.478], [5.384, 0.721, 4.530], [2.831, -0.385, -2.453], [3.339, 2.322, -3.296], [-1.003, -0.113, 3.203], [0.240, 3.264, 3.919], [0.651, 1.605, 6.139], [-2.008, -3.634, 0.260], [-0.034, 1.304, 0.003], [0.199, 0.969, -4.078], [-6.202, 1.115, -2.183], [-0.178, -2.108, -0.077], [-0.812, 2.051, -1.484], [4.812, 1.330, 2.962], [2.520, 1.836, -0.870], [1.326, -1.294, 5.735], [0.568, -2.296, -3.345], [-0.410, 2.293, 2.626], [0.351, -0.146, 2.177], [-0.468, -4.669, -2.954], [3.913, 2.810, -1.041], [4.214, 1.370, 0.576], [3.737, -0.682, 5.886], [1.505, -0.177, 7.179], [-4.077, 2.043, -2.972], [1.751, -3.373, 1.462], [2.099, -1.016, 0.798], [3.434, 0.957, 6.198], [-0.425, 3.972, -6.299], [3.589, -0.647, 2.404], [-3.788, -4.174, 2.846], [2.453, -1.543, 3.478], [0.695, -3.612, -4.479], [-5.247, -2.977, 1.708], [-4.979, -3.880, 0.287], [4.608, 1.125, -3.081], [4.656, 2.240, 4.465], [-0.982, 3.041, -3.617], [-3.779, 2.733, -1.460], [-6.401, 2.375, -0.987], [-1.559, 1.436, -6.193], [4.138, -1.455, 3.769], [3.336, -2.224, 0.141], [2.591, 2.517, 2.194], [-1.511, -2.855, -5.427], [-4.153, -1.777, 0.054], [0.719, 1.559, -5.648], [-4.189, 0.609, -0.766], [-4.448, 4.072, -3.276]], "atomic_forces_ev_per_a": [[0.4, 0.5, 0.8], [0.0, -1.0, -0.5], [-1.0, 0.0, 0.4], [0.4, 0.4, -1.2], [-0.3, -0.7, 1.0], [0.0, 0.8, 0.0], [-2.1, 0.0, -0.6], [0.8, -0.8, 0.3], [0.9, 0.0, 0.3], [-0.2, 0.2, -1.0], [1.4, 0.3, 0.2], [-0.8, 0.8, -1.0], [-1.1, -0.5, 0.3], [1.1, -1.7, -0.3], [2.6, -2.4, -0.8], [0.3, 0.1, -0.9], [-1.4, 1.1, 2.2], [0.8, -0.1, 2.7], [-0.9, 1.5, -0.8], [-0.5, -0.6, 0.3], [0.0, -3.2, 0.1], [0.0, -0.7, -0.3], [1.3, -0.2, -0.6], [-1.2, -0.2, -0.9], [1.2, 0.5, 0.1], [1.3, -0.9, -0.7], [-0.3, 0.5, -0.4], [-1.0, -0.6, 0.3], [-0.9, 0.5, 0.9], [-0.2, -0.3, 1.6], [0.0, 2.3, 1.6], [1.0, -0.5, -0.7], [0.0, -0.8, -1.6], [1.3, 0.1, -0.5], [0.6, 2.4, -1.1], [-0.6, 0.1, -0.4], [-0.6, 0.9, -0.7], [1.0, 1.0, -0.5], [-1.3, 1.0, 0.1], [-0.4, -1.3, 1.6], [-0.5, 0.2, 0.1], [1.0, -0.6, 0.4], [-0.2, 0.1, -0.4], [0.4, 0.1, 0.5], [0.1, -0.3, 0.0], [0.2, 0.1, -0.2], [-0.9, 1.8, 0.2], [0.1, 0.2, 0.0], [-0.2, 0.6, -0.3], [0.0, 0.2, -0.2], [0.0, -0.5, -0.2], [0.2, -0.2, 0.6], [-0.4, -0.3, -0.3], [-0.2, 0.1, 0.3], [0.2, -0.2, 0.3], [0.0, 0.3, -0.2], [0.7, -0.3, 0.1], [0.4, -0.3, -0.6], [0.1, 0.1, 0.1], [0.1, -0.4, 0.1], [-0.3, 0.3, -0.2], [0.1, 0.2, 0.3], [0.1, -0.1, 0.0], [-0.6, -0.1, -0.6], [0.3, -0.2, 0.4], [0.2, -0.2, 0.4], [-0.3, 0.2, -0.1], [0.4, -0.2, 0.0], [-0.4, -0.3, 0.3], [0.2, 0.4, -0.8], [-0.2, 0.1, -0.1], [-0.1, -0.2, 0.0], [0.1, -0.8, 0.1], [-0.1, -0.8, -0.2], [0.1, -0.8, -0.3], [0.5, -0.1, 0.3], [-0.7, 0.2, 0.8], [0.3, 0.0, 0.1], [-0.5, 0.0, -0.2], [-0.1, 0.1, 0.1], [-0.3, 0.5, 0.0], [-0.3, -0.5, 0.2], [0.1, 0.4, 0.1], [0.4, -0.5, -0.1], [0.3, 0.3, 0.2], [-0.8, 0.1, 0.0], [-0.6, 0.2, -0.5], [-0.2, 0.7, 0.5], [0.2, 0.1, 0.0], [-0.7, 0.0, -0.3], [0.2, 0.1, 0.4], [0.1, 0.5, 0.1], [-0.1, 0.3, 0.5], [0.0, -0.2, -0.3], [0.6, 0.8, 0.0], [-0.3, -0.4, -0.5], [0.3, 0.0, -0.3], [-0.3, 0.5, -0.2]], "charge": 1, "energy_ha": -2261.86230}